No. 1
19
Properties=species:S:1:pos:R:3 method="wB97M-V/def2-TZVPD" e_above_lowest_kj_mol=562.2 max_force_ha_per_bohr=0.02590 total_energy_ev=-8458.5270 lumo_energy_ev="-0.3 / -1.2" homo_ev="-5.356 / -4.484" gap_ev="5.10 / 3.23"
C -1.300 1.260 -0.565
C -0.792 -0.004 -1.117
O -1.581 -0.868 -1.770
C 0.642 -0.311 -1.151
C 0.910 -1.161 0.111
C 0.357 -0.542 1.391
C 1.196 0.594 1.740
H -1.209 2.084 -1.290
H -0.682 1.546 0.315
H -2.352 1.170 -0.268
H -2.510 -0.661 -1.600
H 0.913 -0.891 -2.042
H 1.256 0.600 -1.127
H 0.535 -2.180 -0.063
H 1.988 -1.107 0.318
H 0.336 -1.307 2.177
H -0.747 -0.301 1.213
H 1.509 0.798 2.756
H 1.530 1.281 0.970

No. 2
17
Properties=species:S:1:pos:R:3 method="wB97M-V/def2-TZVPD" e_above_lowest_kj_mol=319.8 max_force_ha_per_bohr=0.08628 total_energy_ev=-9798.1521 lumo_energy_ev=0.8 homo_ev=-9.165 gap_ev=9.98
H 2.204 1.782 1.195
N 1.684 0.908 1.157
C 0.707 0.921 0.350
N 0.359 1.913 -0.525
C -0.349 -0.211 0.476
C -0.206 -1.077 1.707
N -1.664 0.024 -0.055
C -0.502 -0.771 -0.837
C -0.187 -1.365 -1.954
H 1.020 2.654 -0.694
H -0.330 1.677 -1.230
H -0.296 -0.440 2.584
H -0.981 -1.839 1.702
H 0.769 -1.560 1.716
H -2.126 0.625 -0.723
H 0.837 -1.620 -2.180
H -0.938 -1.620 -2.688

No. 3
15
Properties=species:S:1:pos:R:3 method="wB97M-V/def2-TZVPD" e_above_lowest_kj_mol=352.9 max_force_ha_per_bohr=0.14725 total_energy_ev=-29466.1325 lumo_energy_ev=0.6 homo_ev=-8.985 gap_ev=9.61
C 0.481 2.352 0.941
C -0.124 2.430 -0.172
O -0.650 1.235 -0.663
C -0.120 -0.036 -0.417
C 1.434 -0.166 -0.813
S 2.353 -1.252 0.266
N -0.739 -1.045 0.017
S -2.554 -1.056 0.192
H 0.974 3.238 1.482
H 0.552 1.509 1.725
H -0.059 3.275 -1.020
H 1.954 0.837 -0.617
H 1.592 -0.540 -1.799
H 1.125 -1.846 0.579
H -2.592 0.406 0.267

No. 4
28
Properties=species:S:1:pos:R:3 method="wB97M-V/def2-TZVPD" max_force_ha_per_bohr=0.05558 total_energy_ev=-28495.3523 lumo_energy_ev=-0.6 homo_ev=-9.765 gap_ev=9.16
N -2.395 -0.832 3.133
C -2.012 -0.231 2.225
N -1.658 0.524 1.159
C -0.077 0.644 0.471
C 0.715 -0.540 0.904
C 0.731 -1.776 0.245
C 1.231 -2.890 0.932
F 1.122 -4.108 0.326
C 1.777 -2.841 2.190
C 1.870 -1.568 2.792
F 2.386 -1.469 4.076
C 1.401 -0.421 2.141
C -0.142 1.068 -0.951
C -0.242 2.470 -1.177
C -0.685 2.952 -2.413
F -0.890 4.315 -2.591
C -0.971 2.077 -3.485
C -0.711 0.744 -3.269
F -0.990 -0.126 -4.284
C -0.231 0.218 -2.066
H -2.420 0.498 0.439
H -0.103 1.457 1.182
H 0.210 -1.885 -0.671
H 2.164 -3.707 2.692
H 1.433 0.585 2.683
H -0.105 3.201 -0.309
H -1.311 2.464 -4.428
H -0.096 -0.823 -1.946